No. 1
# C4H6NO3

The ion C4H6NO3 with charge -1 at a distorted geometry (ωB97M-V/def2-TZVPD, the OMol25 dataset).

Structure (XYZ):
```
14
C4H6NO3 (ωB97M-V/def2-TZVPD)
C -1.532 0.819 -2.102
C -1.806 1.014 -0.630
C -0.842 0.197 0.362
O -1.389 -0.341 1.297
N 0.439 0.184 -0.049
C 1.589 -0.583 0.475
O 2.657 -0.019 0.165
O 1.305 -1.600 1.109
H -1.978 -0.140 -2.419
H -0.464 0.875 -2.367
H -1.931 1.523 -2.884
H -2.767 0.525 -0.436
H -1.899 2.052 -0.302
H 0.673 0.897 -0.719
```

Results
**Charge**: -1
**Gap between HOMO and LUMO**: 8.3 eV
**SMILES**: CCC(=O)NC(=O)[O-]
**HOMO level**: -4.64 eV
**E_LUMO**: 3.64 eV

---

No. 2
# C16H28IN6PbSbSe4

A structure of composition C16H28IN6PbSbSe4 at a distorted geometry (ωB97M-V/def2-TZVPD, the OMol25 dataset).

Structure (XYZ):
```
57
C16H28IN6PbSbSe4 (ωB97M-V/def2-TZVPD)
Pb -0.684 -0.452 -0.088
N 0.500 1.745 -0.396
C 0.287 2.424 -1.666
C 0.624 1.456 -2.804
N -0.147 0.227 -2.710
C -1.338 0.143 -3.538
C -2.567 0.682 -2.807
N -2.735 -0.060 -1.563
H 0.266 2.353 0.379
H 1.464 1.430 -0.315
H 0.912 3.324 -1.773
H -0.759 2.732 -1.710
H 1.687 1.218 -2.716
H 0.462 1.968 -3.762
H 0.432 -0.584 -2.893
H -1.527 -0.910 -3.762
H -1.224 0.682 -4.491
H -3.439 0.585 -3.468
H -2.440 1.739 -2.568
H -2.992 -1.024 -1.779
H -3.477 0.341 -1.002
Se -1.360 -4.352 1.363
Sb -1.493 -5.141 -1.241
Se 0.241 -3.812 -2.273
Se -2.781 -2.584 0.838
Se -3.626 -3.426 -1.178
C 1.600 0.408 2.413
N 0.747 -0.732 2.115
C 1.555 -1.941 2.183
C -0.365 -0.793 3.067
C -1.294 0.383 2.909
C -1.747 1.051 4.036
C -2.562 2.161 3.909
C -2.930 2.598 2.651
C -2.497 1.907 1.531
C -1.680 0.782 1.620
H 2.080 0.303 3.396
H 1.006 1.318 2.414
H 2.369 0.473 1.647
H 2.027 -2.042 3.170
H 2.332 -1.900 1.421
H 0.935 -2.818 2.004
H 0.002 -0.845 4.102
H -0.916 -1.724 2.880
H -1.454 0.704 5.017
H -2.897 2.683 4.791
H -3.556 3.471 2.537
H -2.804 2.259 0.552
I 6.881 -0.470 -1.807
C 4.834 -0.725 -1.476
C 4.065 -1.830 -1.779
N 2.818 -1.537 -1.383
N 2.734 -0.321 -0.850
C 3.951 0.191 -0.897
H 4.318 -2.766 -2.232
H 1.992 -2.125 -1.485
H 4.170 1.174 -0.531
```

Results
**Gap between HOMO and LUMO**: 6.3 eV
**HOMO level**: -6.81 eV
**E_LUMO**: -0.54 eV

---

No. 3
# C2H6S2

A cluster of 2 separate species, C2H6S2 in total at a distorted geometry (ωB97M-V/def2-TZVPD, the OMol25 dataset).

Structure (XYZ):
```
10
C2H6S2 (ωB97M-V/def2-TZVPD)
S -0.676 -2.267 -0.833
S 0.387 -0.825 0.478
H -1.215 -1.333 -1.611
H 0.421 0.570 0.429
C 0.802 3.162 0.872
C -0.143 3.005 -0.060
H 1.692 2.550 0.875
H 0.666 3.717 1.788
H -0.008 2.288 -0.857
H -1.020 3.619 -0.117
```

Results
**Charge**: -1
**Multiplicity**: 2
**Gap between HOMO and LUMO (spin up / spin down)**: 4.8 / 6.3 eV
**HOMO level (spin up / spin down)**: -0.80 / -2.63 eV
**⟨S²⟩**: 0.754
**E_LUMO (spin up / spin down)**: 3.96 / 3.70 eV

---

No. 4
# Cl2FHOP

The ion Cl2FHOP with charge +1 at a distorted geometry (ωB97M-V/def2-TZVPD, the OMol25 dataset).

Structure (XYZ):
```
6
Cl2FHOP (ωB97M-V/def2-TZVPD)
O -0.342 -0.145 -0.213
F -1.791 -0.126 1.775
P -1.843 0.042 0.230
Cl -3.259 -1.269 -0.379
Cl -2.285 1.772 -0.401
H -0.060 -0.947 -0.726
```

Results
**Charge**: +1
**Gap between HOMO and LUMO**: 12.7 eV
**HOMO level**: -17.92 eV
**E_LUMO**: -5.23 eV

---

No. 5
# C5H10O2

An isolated molecule of C5H10O2 (ωB97M-V/def2-TZVPD, the OMol25 dataset).

Structure (XYZ):
```
17
C5H10O2 (ωB97M-V/def2-TZVPD)
C -2.047 -0.507 0.636
C -1.099 0.233 -0.294
O -0.962 1.553 0.207
C 0.235 -0.504 -0.379
C 1.489 0.290 -0.781
C 2.029 -0.171 0.579
O 0.789 -0.809 0.911
H -2.999 0.026 0.712
H -2.233 -1.524 0.278
H -1.595 -0.568 1.630
H -1.510 0.264 -1.318
H -0.674 2.112 -0.523
H 0.084 -1.425 -0.963
H 2.022 -0.066 -1.664
H 1.335 1.370 -0.851
H 2.283 0.618 1.294
H 2.854 -0.893 0.524
```

Results
**Gap between HOMO and LUMO**: 10.4 eV
**SMILES**: C[C@@H](O)[C@H]1CCO1
**HOMO level**: -9.51 eV
**E_LUMO**: 0.88 eV

---

No. 6
# C37H37BF3N12S2TaTe

A structure of composition C37H37BF3N12S2TaTe at a distorted geometry (ωB97M-V/def2-TZVPD, the OMol25 dataset).

Structure (XYZ):
```
94
C37H37BF3N12S2TaTe (ωB97M-V/def2-TZVPD)
Ta 0.333 -0.071 0.335
C 0.977 -2.788 2.677
C 0.836 -1.440 3.280
C 0.990 -1.096 4.618
C 0.722 0.255 4.683
N 0.420 0.688 3.453
N 0.525 -0.332 2.578
B 0.010 2.109 3.034
N -1.212 2.081 2.077
C -2.325 2.812 2.234
C -3.175 2.553 1.183
C -2.510 1.626 0.384
C -3.058 1.038 -0.864
N -1.311 1.362 0.936
N 1.185 2.686 2.247
C 2.031 3.692 2.516
C 2.832 3.897 1.416
C 2.424 2.941 0.482
C 2.921 2.830 -0.913
N 1.432 2.200 1.002
N -0.448 2.839 4.285
C -0.376 4.125 4.740
C -1.152 4.219 5.862
C -1.695 2.912 6.050
C -2.604 2.429 7.096
N -1.254 2.123 5.078
H 0.672 -3.540 3.400
H 2.021 -2.988 2.430
H 0.357 -2.900 1.788
H 1.263 -1.738 5.429
H 0.740 0.902 5.535
H -2.470 3.484 3.054
H -4.142 2.968 1.006
H -4.144 1.019 -0.796
H -2.705 0.026 -1.060
H -2.803 1.664 -1.719
H 2.035 4.198 3.459
H 3.604 4.631 1.305
H 3.909 3.280 -0.970
H 2.259 3.396 -1.570
H 2.980 1.798 -1.263
H 0.179 4.889 4.236
H -1.307 5.072 6.488
H -2.448 2.970 8.028
H -2.481 1.358 7.241
H -3.644 2.599 6.804
C 0.556 3.211 -4.017
N 1.293 1.978 -4.009
C 2.270 1.656 -4.905
C 2.685 0.400 -4.624
N 1.953 -0.065 -3.546
C 1.108 0.940 -3.170
S -0.034 1.055 -1.903
C 1.926 -1.421 -3.143
C 2.672 -2.368 -3.845
C 2.480 -3.713 -3.576
C 1.529 -4.066 -2.632
C 0.900 -3.056 -1.927
N 1.114 -1.755 -2.133
H 1.174 3.998 -4.446
H 0.264 3.477 -3.003
H -0.344 3.116 -4.628
H 2.610 2.339 -5.659
H 3.430 -0.177 -5.127
H 3.371 -2.090 -4.614
H 3.031 -4.465 -4.121
H 1.279 -5.094 -2.440
H 0.166 -3.299 -1.173
F -3.640 -2.968 -0.776
C -4.179 -3.234 0.427
F -3.882 -4.504 0.721
F -5.496 -3.136 0.288
C -3.670 -2.295 1.499
C -4.460 -2.082 2.625
C -4.041 -1.181 3.591
C -2.833 -0.526 3.400
N -2.054 -0.763 2.356
C -2.449 -1.624 1.428
S -1.306 -1.833 0.100
H -5.389 -2.622 2.722
H -4.640 -0.982 4.464
H -2.463 0.216 4.099
Te 2.991 -0.682 0.362
C 3.908 -2.594 -0.080
C 5.278 -2.554 -0.367
C 5.984 -3.727 -0.541
C 5.334 -4.951 -0.439
C 3.971 -4.993 -0.166
C 3.258 -3.823 0.018
H 5.776 -1.598 -0.440
H 7.043 -3.690 -0.743
H 5.886 -5.868 -0.570
H 3.467 -5.944 -0.074
H 2.204 -3.880 0.248
```

Results
**Charge**: +3
**Multiplicity**: 2
**Gap between HOMO and LUMO (spin up / spin down)**: 5.3 / 4.0 eV
**HOMO level (spin up / spin down)**: -15.44 / -15.44 eV
**⟨S²⟩**: 0.763
**E_LUMO (spin up / spin down)**: -10.15 / -11.44 eV

---

Record order is preserved below.
E: -436.58388; -11291.57566; -876.11186; -1437.24977; -346.94798; -3534.33537 hartree
Record order is preserved below.
Energy relative to the best compared isomer or geometry (same formula, charge and spin): 40.2; 121.9; 116.7; 0.0; 203.3; 347.8 kJ/mol